1.
Density functional theory data (the ωB97M-V functional and the def2-TZVPD basis) for a molecular structure, C50H70CsGeN7OP3S.

```
134
Properties=species:S:1:pos:R:3:mulliken_spin:R:1
Cs -0.817 0.218 0.283 -0.088
C 3.355 -3.852 -1.874 -0.001
C 3.758 -2.528 -1.224 0.006
C 4.380 -2.789 0.152 -0.003
P 2.268 -1.428 -1.066 -0.059
C 3.026 0.258 -0.841 0.160
N 3.742 0.487 0.418 0.181
Ge 2.703 1.113 1.921 0.390
N 2.663 0.521 3.772 0.165
C 1.504 -0.161 4.325 0.012
P 0.511 -1.096 3.068 0.068
C 1.621 -2.521 2.639 -0.112
C 0.786 -3.604 1.953 0.016
C 2.540 -3.109 3.704 0.003
C -0.865 -1.752 4.138 0.035
C -0.512 -2.238 5.543 0.005
C -1.968 -0.687 4.201 0.013
C 3.906 0.320 4.346 -0.008
C 4.186 -0.390 5.515 0.026
C 5.504 -0.601 5.915 -0.002
C 6.568 -0.117 5.175 0.006
C 6.301 0.653 4.046 -0.007
C 4.999 0.890 3.672 -0.018
N 4.610 1.796 2.597 -0.041
C 5.484 1.780 1.435 0.003
C 6.690 2.450 1.399 0.001
C 7.521 2.334 0.294 -0.001
C 7.119 1.528 -0.760 0.002
C 5.888 0.886 -0.742 0.015
C 5.017 1.028 0.345 0.040
C 4.325 3.144 3.109 0.006
C 5.123 3.786 4.033 -0.006
C 4.835 5.093 4.403 0.008
C 3.739 5.729 3.836 -0.005
C 2.914 5.070 2.936 0.017
C 3.187 3.750 2.561 0.014
N 2.423 2.984 1.713 0.210
C 1.507 3.622 0.782 0.047
P -0.366 3.580 1.049 -0.013
C -0.701 4.149 2.789 -0.004
C -2.202 3.970 3.058 0.000
C 0.043 3.261 3.794 -0.021
C -0.723 5.052 -0.031 0.002
C -0.425 4.668 -1.486 -0.001
C -2.163 5.552 0.075 0.000
C 1.740 -1.271 -2.858 0.001
C 2.854 -0.949 -3.856 0.000
C 0.582 -0.286 -3.049 -0.001
H 4.184 -4.562 -1.824 0.000
H 3.079 -3.734 -2.922 0.000
H 2.506 -4.297 -1.346 0.000
H 4.504 -2.034 -1.853 0.000
H 3.714 -3.405 0.761 -0.001
H 4.579 -1.865 0.694 0.003
H 5.321 -3.333 0.040 0.000
H 2.200 0.973 -0.946 -0.128
H 3.691 0.472 -1.674 0.013
H 0.829 0.549 4.817 0.007
H 1.822 -0.864 5.092 -0.010
H 2.251 -2.069 1.865 0.049
H 0.178 -4.149 2.679 0.002
H 1.439 -4.329 1.462 0.000
H 0.121 -3.185 1.192 -0.011
H 1.981 -3.557 4.526 0.000
H 3.220 -2.364 4.117 -0.003
H 3.154 -3.899 3.261 0.000
H -1.256 -2.598 3.563 0.007
H -0.099 -1.430 6.150 0.000
H 0.207 -3.055 5.527 -0.001
H -1.411 -2.595 6.051 0.000
H -1.618 0.219 4.704 0.001
H -2.820 -1.066 4.771 0.000
H -2.338 -0.398 3.214 -0.002
H 3.396 -0.793 6.131 0.001
H 5.686 -1.165 6.820 0.000
H 7.587 -0.309 5.478 0.000
H 7.112 1.068 3.463 0.000
H 6.975 3.078 2.233 0.000
H 8.467 2.857 0.262 0.000
H 7.765 1.398 -1.619 0.000
H 5.616 0.268 -1.586 0.000
H 5.966 3.264 4.469 0.000
H 5.457 5.605 5.124 0.000
H 3.506 6.749 4.115 0.000
H 2.039 5.569 2.541 0.002
H 1.618 3.134 -0.191 -0.022
H 1.837 4.653 0.627 0.005
H -0.423 5.200 2.925 0.001
H -2.454 2.906 3.043 -0.001
H -2.843 4.457 2.327 0.001
H -2.450 4.360 4.048 0.000
H -0.069 2.209 3.503 0.026
H -0.401 3.374 4.787 0.001
H 1.102 3.481 3.873 -0.007
H -0.050 5.860 0.281 0.004
H -1.054 3.828 -1.797 -0.001
H 0.620 4.397 -1.645 0.001
H -0.644 5.514 -2.143 0.000
H -2.878 4.739 -0.077 0.000
H -2.343 6.300 -0.700 0.000
H -2.366 6.023 1.037 0.000
H 1.354 -2.270 -3.088 0.000
H 3.213 0.075 -3.733 -0.001
H 2.466 -1.027 -4.875 0.000
H 3.708 -1.621 -3.777 0.000
H 0.871 0.740 -2.801 0.000
H -0.317 -0.522 -2.481 0.001
H 0.282 -0.275 -4.099 0.000
S -2.618 1.327 -2.151 0.000
C -3.712 1.798 -0.898 0.000
C -4.665 2.821 -1.146 0.000
C -5.546 3.206 -0.167 0.000
C -5.497 2.585 1.084 0.000
C -4.550 1.601 1.259 0.000
N -3.680 1.207 0.320 0.001
H -4.676 3.280 -2.125 0.000
H -6.272 3.986 -0.368 0.000
H -6.173 2.851 1.886 0.000
H -4.475 1.087 2.214 0.000
N -4.081 -4.668 -5.116 0.000
C -4.656 -3.998 -4.082 0.000
O -5.857 -3.841 -4.006 0.000
C -3.727 -3.447 -3.031 0.000
C -4.259 -2.557 -2.113 0.000
C -3.432 -2.025 -1.136 0.001
N -2.145 -2.353 -1.017 0.000
C -1.639 -3.212 -1.898 0.000
C -2.381 -3.777 -2.922 0.000
H -4.688 -5.000 -5.845 0.000
H -3.090 -4.710 -5.253 0.000
H -5.300 -2.277 -2.182 0.000
H -3.809 -1.289 -0.434 0.000
H -0.588 -3.459 -1.779 0.000
H -1.895 -4.477 -3.589 0.000
```

Results
Multiplicity: 2
HOMO-LUMO gap (spin up / spin down), eV: 6.6 / 5.8
Expectation value of S²: 0.753

=====

2.
Density functional theory data (the ωB97M-V functional and the def2-TZVPD basis) for a molecular structure, C50H70N7O5PSSi2Ti.

```
137
Properties=species:S:1:pos:R:3:mulliken_spin:R:1
Ti 0.577 -1.389 0.021 0.970
C 3.877 3.491 0.422 0.000
C 3.059 3.366 -0.860 0.002
C 3.891 2.771 -1.975 0.000
C 2.551 4.744 -1.276 0.000
O 1.975 2.420 -0.638 0.058
Si 0.520 2.671 0.064 -0.027
S -0.454 0.783 0.289 0.003
O -0.360 3.816 -0.690 -0.004
C -1.319 3.896 -1.757 0.000
C -2.701 3.647 -1.179 -0.002
C -1.230 5.311 -2.299 0.000
C -0.993 2.867 -2.834 0.000
O 0.848 3.288 1.556 0.007
C 0.107 4.147 2.443 0.000
C 0.236 5.580 1.946 0.000
C -1.359 3.725 2.525 0.000
C 0.763 4.006 3.805 0.000
H 4.373 2.547 0.664 0.000
H 3.235 3.788 1.255 0.000
H 4.648 4.255 0.291 0.000
H 4.803 3.358 -2.122 0.000
H 3.326 2.757 -2.908 0.000
H 4.171 1.743 -1.733 0.000
H 3.401 5.366 -1.568 0.000
H 2.022 5.241 -0.459 0.000
H 1.876 4.665 -2.129 0.000
H -2.930 4.377 -0.398 0.000
H -2.726 2.653 -0.737 0.001
H -3.459 3.725 -1.961 0.000
H -1.447 6.032 -1.508 0.000
H -1.951 5.452 -3.109 0.000
H -0.228 5.509 -2.686 0.000
H -0.958 1.863 -2.397 0.002
H -0.024 3.067 -3.300 0.000
H -1.758 2.880 -3.614 0.000
H -0.145 5.653 0.925 0.000
H 1.283 5.895 1.956 0.000
H -0.338 6.260 2.583 0.000
H -1.873 3.926 1.584 -0.001
H -1.860 4.280 3.323 0.000
H -1.434 2.653 2.737 0.001
H 1.845 4.147 3.722 0.000
H 0.563 3.019 4.223 0.000
H 0.369 4.757 4.495 0.000
N 2.524 0.764 1.781 0.003
C 3.227 -0.084 1.034 0.004
N 4.550 0.057 0.990 0.001
C 5.192 -0.883 0.317 -0.003
N 6.491 -0.717 0.081 0.000
N 4.629 -2.042 -0.126 0.000
C 3.343 -2.078 -0.059 0.032
N 2.547 -1.076 0.364 -0.012
C 2.649 -3.372 -0.316 0.001
C 3.326 -4.509 -0.677 0.006
C 2.623 -5.702 -0.767 0.000
C 1.281 -5.699 -0.460 0.001
C 0.683 -4.497 -0.118 -0.005
N 1.343 -3.349 -0.067 -0.022
H 1.528 0.844 1.577 0.035
H 2.995 1.629 2.009 -0.001
H 6.949 0.110 0.421 0.000
H 7.013 -1.450 -0.367 0.000
H 4.388 -4.440 -0.872 0.000
H 3.118 -6.619 -1.067 0.000
H 0.692 -6.607 -0.493 0.000
H -0.354 -4.421 0.135 0.000
O -1.391 -2.269 0.068 0.015
P -2.904 -2.143 0.204 0.008
C -3.388 -0.998 1.505 0.002
C -2.662 -1.063 2.695 0.009
C -3.072 -0.332 3.798 0.001
C -4.197 0.479 3.720 0.000
C -4.919 0.552 2.537 0.000
C -4.526 -0.195 1.435 0.000
C -3.708 -3.695 0.682 0.001
C -3.132 -4.943 0.470 0.000
C -3.812 -6.106 0.814 0.000
C -5.082 -6.030 1.362 0.000
C -5.678 -4.789 1.554 0.000
C -4.998 -3.630 1.216 0.000
C -3.746 -1.680 -1.304 0.003
C -4.321 -2.662 -2.115 0.000
C -4.933 -2.303 -3.306 0.000
C -4.985 -0.968 -3.684 0.000
C -4.419 0.012 -2.878 0.001
C -3.794 -0.343 -1.694 -0.002
H -1.780 -1.688 2.743 -0.001
H -2.517 -0.399 4.727 0.000
H -4.520 1.047 4.585 0.000
H -5.797 1.183 2.474 0.000
H -5.109 -0.148 0.524 0.000
H -2.171 -5.019 -0.005 -0.001
H -3.349 -7.071 0.642 0.000
H -5.614 -6.935 1.631 0.000
H -6.675 -4.725 1.970 0.000
H -5.474 -2.670 1.375 0.000
H -4.289 -3.703 -1.818 0.000
H -5.372 -3.066 -3.937 0.000
H -5.469 -0.690 -4.613 0.000
H -4.458 1.052 -3.179 0.000
H -3.324 0.406 -1.073 0.003
C 0.351 0.121 4.239 -0.001
N 0.775 -1.259 4.463 0.001
C 1.244 -1.594 5.808 0.000
C 0.887 -2.116 3.444 0.006
C 1.428 -3.491 3.739 0.000
O 0.554 -1.823 2.288 -0.038
H -0.335 0.417 5.031 0.000
H -0.152 0.211 3.280 0.004
H 1.214 0.783 4.257 0.000
H 0.790 -0.902 6.511 0.000
H 2.329 -1.501 5.893 0.000
H 0.953 -2.601 6.092 0.000
H 2.426 -3.436 4.179 0.000
H 1.476 -4.043 2.805 0.000
H 0.782 -4.029 4.435 0.000
C 1.242 -3.113 -3.278 -0.005
Si 0.755 -1.405 -2.584 -0.036
C -0.906 -1.119 -3.419 -0.009
C 1.988 -0.325 -3.540 -0.004
C 1.591 0.655 -4.453 -0.004
C 2.520 1.333 -5.239 0.001
C 3.873 1.038 -5.133 -0.001
C 4.292 0.066 -4.233 0.001
C 3.359 -0.595 -3.445 -0.008
H 0.620 -3.924 -2.878 0.002
H 2.291 -3.360 -3.084 0.001
H 1.110 -3.097 -4.365 0.000
H -1.595 -1.929 -3.157 0.003
H -0.786 -1.119 -4.508 -0.001
H -1.371 -0.176 -3.119 0.003
H 0.536 0.886 -4.570 -0.001
H 2.184 2.086 -5.942 0.000
H 4.595 1.560 -5.749 0.000
H 5.346 -0.177 -4.152 0.000
H 3.712 -1.357 -2.752 0.000
```

Results
Charge: +1
Multiplicity: 2
HOMO-LUMO gap (spin up / spin down), eV: 6.6 / 6.4
Expectation value of S²: 0.757

=====

3.
Density functional theory data (the ωB97M-V functional and the def2-TZVPD basis) for a molecular structure, C50H71BCaN11OS.

```
136
Properties=species:S:1:pos:R:3:lowdin_charge:R:1
Ca 0.144 -0.277 0.101 1.270
C -1.308 1.522 -4.516 -0.012
C -1.713 1.444 -3.085 -0.264
C -2.996 1.402 -2.577 0.016
C -2.840 1.362 -1.178 -0.278
N -1.547 1.355 -0.879 0.030
N -0.853 1.427 -2.038 0.021
B 0.621 1.913 -2.080 -0.524
N 1.003 2.633 -0.762 0.012
N 0.541 2.325 0.476 0.076
C 0.890 3.334 1.281 -0.240
C 1.634 4.281 0.546 0.009
C 1.687 3.797 -0.738 -0.275
C 2.377 4.383 -1.926 -0.029
C 0.503 3.543 2.732 -0.539
C -0.229 2.362 3.347 -0.051
C -0.433 4.766 2.789 -0.049
C 1.774 3.842 3.538 -0.048
N 1.651 0.813 -2.384 0.022
N 2.084 -0.031 -1.420 0.034
C 3.107 -0.717 -1.924 -0.247
C 3.331 -0.316 -3.248 0.020
C 2.388 0.660 -3.504 -0.277
C 2.226 1.419 -4.779 -0.021
C 3.868 -1.763 -1.151 -0.541
C 5.128 -2.191 -1.908 -0.064
C 2.953 -2.978 -0.968 -0.090
C 4.277 -1.206 0.214 -0.046
C -3.913 1.584 -0.136 -0.539
C -4.222 3.092 -0.171 -0.041
C -3.391 1.218 1.249 -0.038
C -5.184 0.791 -0.444 -0.041
H -2.201 1.545 -5.138 0.081
H -0.708 0.655 -4.795 0.075
H -0.722 2.423 -4.703 0.076
H -3.905 1.407 -3.155 0.107
H 0.689 2.731 -2.954 0.109
H 2.063 5.206 0.892 0.104
H 2.995 5.222 -1.612 0.076
H 1.653 4.737 -2.662 0.077
H 3.011 3.640 -2.412 0.079
H -1.259 2.336 3.000 0.063
H -0.248 2.462 4.435 0.086
H 0.227 1.409 3.068 0.033
H -1.229 4.659 2.051 0.081
H 0.110 5.690 2.578 0.075
H -0.883 4.853 3.781 0.081
H 2.486 3.022 3.447 0.075
H 1.533 3.982 4.595 0.082
H 2.255 4.753 3.175 0.070
H 4.071 -0.683 -3.938 0.107
H 3.091 1.231 -5.413 0.080
H 2.153 2.493 -4.602 0.067
H 1.336 1.104 -5.323 0.062
H 4.877 -2.629 -2.876 0.081
H 5.653 -2.949 -1.324 0.082
H 5.801 -1.346 -2.070 0.083
H 2.652 -3.377 -1.937 0.082
H 2.050 -2.694 -0.434 0.017
H 3.463 -3.769 -0.411 0.086
H 4.990 -0.386 0.100 0.090
H 4.742 -1.990 0.816 0.088
H 3.400 -0.830 0.733 0.042
H -3.302 3.658 -0.016 0.085
H -4.937 3.365 0.609 0.081
H -4.636 3.376 -1.140 0.081
H -2.463 1.753 1.428 0.057
H -3.178 0.150 1.313 0.067
H -4.125 1.479 2.014 0.090
H -5.609 1.086 -1.406 0.078
H -5.935 0.972 0.330 0.085
H -4.965 -0.273 -0.469 0.053
N -7.648 -6.318 5.065 0.151
C -6.939 -5.760 4.353 -0.197
C -6.071 -5.067 3.471 -0.238
C -6.397 -4.910 2.120 -0.022
C -5.562 -4.221 1.271 -0.002
C -4.369 -3.659 1.735 -0.161
C -4.044 -3.810 3.087 0.011
C -4.877 -4.500 3.936 -0.015
N -3.542 -2.932 0.877 0.006
C -3.828 -2.541 -0.422 -0.055
C -2.752 -1.829 -0.846 -0.127
N -1.816 -1.764 0.152 -0.001
C -2.305 -2.433 1.159 -0.147
H -7.318 -5.339 1.748 0.121
H -5.844 -4.113 0.234 0.104
H -3.136 -3.374 3.478 0.113
H -4.620 -4.608 4.981 0.123
H -4.750 -2.774 -0.920 0.112
H -2.592 -1.366 -1.805 0.115
H -1.770 -2.612 2.076 0.115
C 1.987 -2.508 3.010 -0.077
C 1.520 -1.085 3.386 -0.726
C 2.711 -0.107 3.277 -0.081
C 1.057 -1.112 4.855 -0.094
C 0.402 -0.706 2.436 -0.191
H 2.808 -2.825 3.664 0.077
H 2.322 -2.539 1.974 0.049
H 1.169 -3.223 3.119 0.073
H 3.667 -0.621 3.409 0.074
H 2.642 0.663 4.048 0.061
H 2.713 0.393 2.308 0.054
H 1.881 -1.379 5.527 0.073
H 0.254 -1.840 4.990 0.067
H 0.682 -0.128 5.148 0.064
H -0.566 -0.923 2.930 -0.017
C -2.392 -8.779 -1.617 -0.104
C -3.493 -7.719 -1.610 -0.248
C -2.985 -6.365 -2.095 -0.232
N -2.018 -5.836 -1.161 -0.042
C -1.003 -4.953 -1.423 -0.853
S 0.255 -4.866 -0.331 0.620
N -1.105 -4.307 -2.601 0.095
C -0.369 -3.200 -3.149 -0.447
O 0.148 -2.297 -2.454 -0.060
C -0.274 -3.242 -4.586 -0.165
C 0.642 -2.354 -5.211 -0.049
C 0.830 -2.360 -6.574 -0.122
C 0.109 -3.234 -7.396 -0.146
C -0.819 -4.093 -6.808 -0.138
C -1.007 -4.111 -5.442 -0.073
H -2.767 -9.717 -1.208 0.067
H -1.537 -8.460 -1.021 0.070
H -2.042 -8.965 -2.633 0.075
H -3.901 -7.608 -0.601 0.105
H -4.309 -8.037 -2.263 0.104
H -3.827 -5.668 -2.213 0.112
H -2.522 -6.502 -3.081 0.116
H -1.911 -6.315 -0.283 0.085
H -1.834 -4.648 -3.205 0.081
H 1.219 -1.690 -4.578 0.085
H 1.551 -1.684 -7.020 0.088
H 0.269 -3.252 -8.467 0.076
H -1.401 -4.763 -7.432 0.087
H -1.746 -4.803 -5.051 0.076
```

Results
Charge: -1
Multiplicity: 1
HOMO-LUMO gap (spin up / spin down), eV: 5.3 / 3.4

=====

The evaluated E_tot for the records listed, in turn: -5925.1620, -4875.0642, -3726.2553 Eh.